44
Properties=species:S:1:pos:R:3:forces:R:3:lowdin_charge:R:1 method="wB97M-V/def2-TZVPD" total_charge=0 largest_force_ev_per_a=1.7 de_lowest_kcal_mol=7.58 e_homo_ev=-8.2 energy_ev=-62060.84600 smiles="CCOC(=O)c1c(-c2ccccc2)csc1NC(=O)CSc1nnc(C)s1"
C -0.014 4.414 -2.223 -0.125 -0.392 0.062 -0.057
C -1.055 3.304 -2.183 -0.219 0.595 0.067 -0.203
O -0.450 2.036 -1.943 0.168 -0.143 0.096 0.000
C -0.225 1.692 -0.677 0.037 0.003 0.204 -0.415
O -0.518 2.403 0.273 -0.095 0.164 -0.127 0.082
C 0.426 0.395 -0.529 0.108 -0.159 0.293 -0.094
C 0.793 -0.537 -1.552 0.192 -0.213 0.189 -0.233
C 0.452 -0.418 -2.977 0.022 -0.127 -0.259 -0.192
C 1.456 -0.409 -3.938 -0.065 0.004 0.129 -0.028
C 1.136 -0.311 -5.281 -0.003 -0.013 -0.172 -0.084
C -0.189 -0.233 -5.675 0.072 0.024 -0.116 -0.094
C -1.194 -0.257 -4.722 -0.124 -0.005 0.045 -0.080
C -0.878 -0.350 -3.380 0.062 -0.092 -0.108 -0.033
C 1.485 -1.590 -1.044 -0.066 0.201 0.210 -0.326
S 1.705 -1.521 0.669 -0.102 0.067 -0.627 1.142
C 0.854 -0.030 0.716 0.027 -0.176 -0.219 -0.421
N 0.642 0.643 1.890 -0.071 0.335 -0.154 0.104
C 1.088 0.167 3.077 0.057 0.328 0.202 -0.579
O 1.734 -0.859 3.161 0.148 0.108 0.203 -0.036
C 0.652 0.975 4.276 -0.445 -0.358 0.152 -0.356
S -1.154 0.715 4.494 0.097 0.462 0.110 0.926
C -1.179 -1.023 4.517 0.870 -0.313 0.638 -0.937
N -2.072 -1.718 3.907 -0.345 1.522 -0.439 -0.051
N -1.935 -3.021 4.072 -0.329 -1.680 -0.084 -0.010
C -0.938 -3.370 4.803 0.653 0.605 0.542 -0.637
C -0.561 -4.765 5.106 0.101 -0.219 0.046 -0.084
S -0.022 -2.005 5.416 -1.040 -0.152 -0.540 1.057
H -0.493 5.355 -2.479 -0.034 0.124 -0.038 0.077
H 0.461 4.514 -1.250 0.033 0.049 0.051 0.075
H 0.746 4.186 -2.967 0.062 0.035 -0.078 0.080
H -1.793 3.504 -1.399 0.059 -0.064 -0.202 0.123
H -1.553 3.197 -3.149 0.026 -0.019 0.130 0.126
H 2.489 -0.466 -3.627 0.084 0.014 0.045 0.116
H 1.923 -0.297 -6.021 0.058 0.001 -0.058 0.101
H -0.438 -0.156 -6.723 -0.018 0.004 -0.081 0.099
H -2.229 -0.205 -5.028 -0.083 -0.008 -0.023 0.102
H -1.661 -0.378 -2.637 -0.070 0.017 0.071 0.124
H 1.864 -2.431 -1.589 0.048 -0.197 -0.162 0.078
H 0.089 1.500 1.777 0.125 -0.256 0.137 0.130
H 0.775 2.044 4.121 0.027 0.029 0.027 0.088
H 1.178 0.649 5.173 0.092 0.091 -0.170 0.077
H -0.577 -4.938 6.182 0.000 -0.080 0.020 0.078
H -1.264 -5.436 4.620 -0.015 -0.024 -0.009 0.083
H 0.446 -4.967 4.744 0.020 -0.091 -0.003 0.081